C4H19NO6S | wB97M-V/def2-TZVPD

Output
HOMO level (spin up / spin down) = -5.9068 / -5.8982 eV
multiplicity = 2
total charge = -1

Last column: Mulliken charge in e.
Atoms and positions in Å:
C (1.48585, 2.18429, -0.90803)  -1.51
C (-0.02751, 2.00012, -1.02546)  0.29
C (-0.76471, 2.36184, 0.27401)  -0.84
S (-0.90711, 4.11890, 0.57479)  -0.08
N (-0.47672, 0.65854, -1.39063)  -0.14
C (0.26517, -0.02364, -2.44358)  -0.63
O (1.14972, -1.03564, -2.06348)  -0.59
H (1.94333, 2.80198, -1.69102)  0.29
H (2.06653, 1.26365, -0.86159)  0.47
H (1.71138, 2.70781, 0.02594)  0.48
H (-0.44533, 2.76976, -1.68760)  0.41
H (-1.84063, 2.20487, 0.13577)  0.35
H (-0.44436, 1.79819, 1.14646)  0.25
H (-0.54851, 0.11325, -0.54615)  0.10
H (-0.50077, -0.45763, -3.10144)  0.31
H (0.83383, 0.74053, -2.97958)  0.38
H (0.41615, -0.51162, 2.88272)  0.51
H (-0.54226, -0.27356, 4.14772)  0.26
O (-0.00619, -0.91036, 3.68217)  -0.66
H (-3.01379, -1.77916, -0.57037)  0.27
H (-2.01127, -1.67156, 0.57731)  0.39
O (-2.98644, -1.68907, 0.37963)  -0.69
H (0.68491, -3.49286, 2.16014)  0.29
H (0.30463, -3.16063, 0.78255)  0.38
O (0.47512, -3.98351, 1.36226)  -0.73
H (-0.63782, -2.48955, -0.77416)  0.19
H (0.73663, -1.53420, -1.32811)  0.47
O (-0.28842, -1.90892, -0.09829)  -0.98
H (0.72757, -0.95178, 1.15191)  0.28
H (1.23918, 0.43825, 0.78498)  0.31
O (1.40186, -0.28830, 1.40112)  -0.83